The following is a DFT calculation (ωB97M-V/def2-TZVPD) of 12 unconnected molecules or ions with the total composition C72H180N12O24.

Summary:
LUMO level: 0.0194 Eh
Net charge: 0
SMILES: COCCNCCOC.COCCNCCOC.COCCNCCOC.COCCNCCOC.COCCNCCOC.COCCNCCOC.COCCNCCOC.COCCNCCOC.COCCNCCOC.COCCNCCOC.COCCNCCOC.COCCNCCOC
Frontier orbital gap: 8.89 eV
ΔE to the lowest compared entry with this formula, charge and spin: 91.6 kcal/mol

XYZ file:
```
288
Properties=species:S:1:pos:R:3:forces:R:3:mulliken_charge:R:1
C 2.479172 -8.592615 0.165480 -0.4 0.1 -0.3 -0.941
O 1.108207 -8.432113 0.443084 -0.8 0.5 0.3 0.034
C 0.260874 -8.496834 -0.734153 0.1 -0.2 1.5 -1.490
C -1.210015 -8.043364 -0.347154 1.3 -0.5 -1.2 0.200
N -2.069056 -9.132302 0.065539 0.4 -0.5 0.8 -0.136
C -1.719298 -9.806467 1.340182 -0.2 1.9 0.1 -1.233
C -1.886058 -8.823525 2.561909 -0.3 -2.0 -0.2 0.032
O -3.278118 -8.510728 2.730453 0.2 0.2 -1.1 -0.312
C -3.480170 -7.314309 3.450160 1.2 -0.2 -0.2 -0.630
H 3.060660 -8.529598 1.085270 -0.2 0.0 0.1 0.223
H 2.784327 -7.778953 -0.492497 0.4 -0.1 -0.2 0.327
H 2.653019 -9.567922 -0.289096 0.2 -0.1 -0.2 0.348
H 0.321838 -9.542752 -1.034896 -0.7 -0.3 -0.2 0.461
H 0.776404 -7.973727 -1.539562 -0.4 0.7 -0.1 0.736
H -1.704984 -7.623328 -1.222752 0.2 -0.2 -0.5 0.573
H -1.216789 -7.178657 0.316423 0.6 0.1 0.6 -0.148
H -2.963956 -8.684440 0.202243 -0.7 -0.3 -0.3 0.057
H -0.675982 -10.110088 1.254092 0.0 -0.2 0.3 0.433
H -2.381301 -10.661240 1.478776 0.1 -0.1 0.0 0.370
H -1.170814 -8.010653 2.436327 -0.5 0.6 0.0 -0.193
H -1.617434 -9.344931 3.480639 0.5 -0.1 0.2 0.691
H -2.967559 -6.510782 2.921323 0.0 0.4 0.0 -0.069
H -2.947854 -7.445334 4.392267 -0.5 0.4 0.6 0.484
H -4.534110 -7.049489 3.534890 0.0 -0.4 0.2 0.334
C 3.904657 2.796443 -2.295354 0.4 0.6 0.8 -0.673
O 4.113611 4.152217 -2.754421 -0.8 -0.1 0.4 -0.517
C 3.275311 5.130884 -2.060977 0.6 -0.5 0.0 0.845
C 3.889955 6.513437 -2.132741 0.7 -0.7 -1.8 -1.378
N 4.122265 6.887376 -3.532918 -0.1 -0.8 0.0 0.183
C 4.826221 8.106271 -3.673295 0.1 1.6 -1.1 -0.945
C 5.513092 8.215299 -5.046371 -1.1 1.6 2.1 -0.375
O 6.652798 7.444050 -5.150132 0.1 -0.3 -0.6 -0.330
C 7.240325 7.729349 -6.389655 0.7 -1.4 -1.5 -0.813
H 4.006886 2.831275 -1.210721 -0.1 -0.3 0.3 0.244
H 4.669317 2.103476 -2.646351 0.3 0.6 -0.4 0.411
H 2.966863 2.291074 -2.526112 -0.5 0.6 -0.3 0.181
H 3.242500 4.940269 -0.988269 -0.2 -0.6 0.2 0.515
H 2.265701 5.093662 -2.470129 0.0 0.1 -0.1 -0.744
H 4.870515 6.466635 -1.659015 0.0 0.1 0.7 0.555
H 3.255796 7.268492 -1.668171 -0.1 -0.1 0.2 0.427
H 4.724179 6.222770 -3.997783 -0.2 -0.9 0.3 0.216
H 5.531492 8.362318 -2.882642 0.3 -0.2 0.3 0.394
H 4.071650 8.892303 -3.703019 0.0 0.5 0.2 0.341
H 5.823601 9.256226 -5.136703 -0.2 0.4 -0.1 0.484
H 4.705262 8.059918 -5.761480 0.3 -0.6 -0.7 0.124
H 7.753530 6.829862 -6.729719 0.3 -0.1 0.2 0.300
H 7.962787 8.540442 -6.480596 0.0 0.4 0.8 0.292
H 6.520252 7.893802 -7.191251 -0.5 0.2 0.2 0.325
C 10.726889 -4.395506 4.242994 0.2 0.7 -0.2 -0.742
O 10.568382 -3.257124 3.365154 -1.6 -0.6 0.6 -0.414
C 9.335550 -3.389131 2.611261 0.0 0.0 -0.3 -0.387
C 8.886760 -2.038383 2.002369 0.2 -0.4 -0.1 -0.626
N 7.433382 -1.885077 1.830301 0.5 -1.3 1.4 0.055
C 7.124578 -0.616970 1.276851 -1.8 0.5 -0.1 -0.904
C 5.574387 -0.496240 0.898886 1.7 -1.0 -1.2 -0.429
O 4.642972 -0.565461 1.913093 0.0 0.8 1.3 -0.114
C 4.597613 0.648396 2.651754 -0.8 -0.4 0.5 -0.597
H 9.865125 -4.627606 4.868757 -0.5 0.3 -0.3 0.307
H 11.506675 -4.165121 4.968919 0.3 0.0 -0.4 0.276
H 10.966340 -5.285231 3.660635 0.2 -0.1 0.0 0.299
H 8.462242 -3.737911 3.162438 0.1 0.2 1.1 0.387
H 9.470393 -4.244878 1.949742 0.2 0.3 -0.9 0.173
H 9.332356 -1.778738 1.042093 0.7 -0.3 -0.2 0.368
H 9.283012 -1.304682 2.704340 -0.3 0.2 0.1 0.373
H 7.047542 -2.645312 1.288759 0.0 -0.1 -0.4 -0.031
H 7.728104 -0.459619 0.382932 -0.1 0.5 -0.5 0.431
H 7.414548 0.108571 2.036852 -0.1 0.4 -0.2 0.428
H 5.348320 -1.340347 0.247378 0.2 -0.4 0.1 0.365
H 5.362980 0.334376 0.225477 0.3 0.7 0.2 0.170
H 4.238058 1.469715 2.031876 0.4 0.2 -0.3 0.333
H 5.509402 0.902421 3.192330 0.3 0.0 -0.4 0.385
H 3.844706 0.540262 3.432482 -0.1 -0.3 0.0 -0.112
C -3.570283 0.479142 -0.415043 -0.6 -0.1 -0.6 0.130
O -3.465266 -0.070933 -1.743803 -0.7 0.4 1.2 -0.624
C -2.263135 -0.741766 -1.943608 1.0 -0.4 -0.1 2.153
C -2.077370 -1.081740 -3.421940 0.2 -0.5 0.0 -1.556
N -3.011004 -2.084569 -3.854596 -0.1 -1.2 0.7 0.186
C -2.826508 -2.450023 -5.248935 -1.4 -0.7 0.5 -0.897
C -3.360966 -3.871668 -5.530335 0.2 0.1 -0.4 -0.600
O -4.740533 -3.977114 -5.307693 -1.3 -0.7 0.9 -0.381
C -5.149921 -5.320912 -4.960654 -0.1 1.2 0.5 -0.454
H -3.557812 -0.191765 0.443927 0.5 -0.9 -0.3 0.060
H -4.582705 0.872586 -0.323942 0.2 0.6 -0.3 0.359
H -2.777709 1.208625 -0.248378 -0.1 0.3 -0.1 -0.191
H -2.204389 -1.653386 -1.348958 -0.5 -0.6 -0.2 -0.789
H -1.437527 -0.197147 -1.485509 0.4 0.7 -0.5 -0.773
H -1.120816 -1.568159 -3.612993 0.5 0.3 0.5 0.479
H -2.118045 -0.258048 -4.134671 0.1 0.9 0.4 0.438
H -3.957084 -1.877351 -3.568077 -0.1 0.0 -0.5 0.207
H -1.754299 -2.453279 -5.445085 -0.1 0.2 -0.3 0.384
H -3.378821 -1.719296 -5.839779 0.3 0.0 -0.8 0.420
H -2.814989 -4.584429 -4.912286 0.1 0.0 0.3 0.335
H -3.264810 -4.196915 -6.566225 0.9 0.3 -0.3 0.443
H -5.005865 -6.054903 -5.753496 0.4 0.1 -0.1 0.343
H -6.207288 -5.322011 -4.695919 -0.1 0.4 -0.4 0.269
H -4.661199 -5.583394 -4.022381 0.4 -0.4 -0.1 0.024
C 2.547974 0.098129 6.662053 1.4 -0.4 0.2 -0.895
O 1.539411 -0.395417 5.858588 -1.3 -0.3 -0.6 -0.236
C 0.850992 0.581445 5.053486 -0.3 -0.1 1.3 -0.359
C -0.598608 0.113733 4.813512 2.8 -1.1 -1.0 0.630
N -1.244100 1.006053 3.890267 -1.8 1.1 1.5 -0.461
C -2.665738 0.646334 3.854977 -1.2 1.0 -0.9 -0.060
C -3.579825 1.774192 3.284785 0.4 -1.0 0.7 0.108
O -4.933147 1.299590 3.284246 0.5 0.7 -0.8 -0.372
C -5.792854 2.250920 2.665342 -1.3 -0.9 0.5 -0.614
H 3.250953 0.653176 6.040876 0.2 0.5 0.3 0.317
H 3.122981 -0.727949 7.080443 0.0 -0.5 -0.4 0.278
H 2.289221 0.612099 7.587781 -0.7 0.7 -0.3 0.305
H 1.398530 0.795025 4.135498 0.0 -0.2 -0.2 -0.282
H 0.801061 1.503622 5.632445 0.0 0.3 0.0 0.569
H -0.971036 -0.167223 5.798630 -0.9 0.7 -0.2 0.825
H -0.529843 -0.790301 4.208452 0.2 -1.0 0.6 -1.003
H -0.815464 0.770587 3.006569 -0.1 0.1 -0.5 0.175
H -3.111758 0.449531 4.829882 0.6 -0.1 0.3 0.521
H -2.836971 -0.259210 3.272944 0.0 -0.2 -0.2 -0.469
H -3.247148 2.052928 2.284916 -0.1 0.2 -0.2 -0.392
H -3.529421 2.630662 3.957109 0.2 0.3 -0.1 0.301
H -5.584690 2.501451 1.625147 0.7 0.1 0.1 0.219
H -5.978262 3.141146 3.266363 0.7 0.2 0.0 0.116
H -6.779929 1.788907 2.647312 -0.1 -0.3 0.0 0.360
C 9.008377 -4.839193 -3.113848 0.6 -1.1 -0.9 -0.833
O 8.100577 -5.336118 -2.155440 0.5 0.6 -0.1 -0.333
C 8.349956 -4.774057 -0.881574 -1.0 -0.7 1.0 -0.647
C 7.240639 -5.296505 0.063053 0.3 0.8 0.2 -1.077
N 6.047895 -4.481393 -0.073126 1.2 0.3 -0.6 -0.163
C 5.050071 -4.822499 0.899818 -1.1 1.0 -1.1 -1.047
C 3.681952 -4.203874 0.370338 1.6 -1.7 2.1 -0.283
O 3.127523 -5.178244 -0.488734 -0.6 0.7 0.2 -0.445
C 1.748893 -4.891501 -0.651976 -0.2 -0.5 0.0 -0.114
H 8.841962 -5.364292 -4.054431 -0.6 0.2 -0.1 0.285
H 10.035363 -5.154456 -2.929431 0.3 0.1 0.7 0.331
H 9.024934 -3.765588 -3.301448 -0.5 0.2 0.3 0.316
H 8.295868 -3.686559 -0.931933 -0.1 0.2 0.0 0.283
H 9.325351 -5.032208 -0.469177 0.3 -0.3 -0.3 0.543
H 7.496696 -5.233487 1.120670 0.6 0.0 0.0 0.549
H 6.989112 -6.341587 -0.117624 0.4 -0.4 -0.3 0.558
H 5.756787 -4.679959 -1.019667 -0.8 0.2 -0.1 0.313
H 5.331962 -4.441530 1.881391 0.0 0.4 0.0 0.458
H 5.037487 -5.905409 1.023243 -0.8 -0.3 0.0 0.447
H 3.795386 -3.200649 -0.040493 0.3 -0.1 -0.6 0.504
H 3.088655 -4.046982 1.271156 -0.6 -0.2 0.1 -0.032
H 1.230808 -4.830439 0.305087 0.2 0.2 0.3 -0.412
H 1.257892 -5.735384 -1.136627 0.3 0.1 -0.5 0.225
H 1.600588 -3.946973 -1.175398 -0.1 0.0 -0.2 0.503
C -1.303035 -3.617064 0.272075 0.9 1.5 -0.7 -1.112
O -0.194049 -2.700389 0.379693 -0.3 -0.7 -0.2 -0.526
C 0.174073 -2.524346 1.740193 -1.1 -0.5 -0.8 0.631
C 1.082152 -1.362937 1.782416 -0.3 -0.1 0.4 -1.360
N 0.371932 -0.101218 1.477149 1.2 -0.2 0.3 1.363
C 1.404043 0.881780 1.126644 -0.2 1.1 -0.8 -0.114
C 0.806686 2.166833 0.473213 0.2 -2.1 1.1 -0.128
O 0.387039 1.654798 -0.785734 -0.1 0.4 0.2 -0.453
C -0.131307 2.692237 -1.566744 0.0 0.1 -0.7 0.054
H -1.420595 -3.765746 -0.801319 -0.3 -0.1 0.0 0.305
H -2.142913 -3.049497 0.672777 -0.5 -0.8 0.1 0.262
H -1.094846 -4.580561 0.737281 -0.2 0.0 0.4 0.657
H 0.669495 -3.436295 2.073356 0.1 -0.1 0.4 -0.118
H -0.758299 -2.366476 2.282294 -0.1 0.1 0.6 -0.425
H 1.823189 -1.637650 1.031748 0.6 0.5 0.0 0.879
H 1.523587 -1.375707 2.778952 0.3 0.5 0.0 0.253
H -0.105643 -0.279375 0.605211 -0.4 -0.1 -0.2 -0.343
H 2.002296 0.461430 0.318256 0.5 -0.1 -0.1 0.577
H 2.098714 1.085992 1.941413 -0.4 0.0 0.2 -0.393
H 1.513228 2.995960 0.435235 0.4 -0.1 -0.5 0.218
H -0.022890 2.547120 1.069271 -0.5 0.0 -0.1 -0.025
H -0.378870 2.352782 -2.572517 0.1 -0.4 0.1 0.214
H 0.667122 3.426009 -1.677111 -0.3 0.6 0.0 -0.160
H -1.054526 3.087180 -1.142727 0.1 0.4 0.2 0.046
C -7.553009 10.766580 5.426518 0.0 -0.8 0.5 -0.754
O -6.937950 9.516136 5.132649 -0.2 1.0 -1.1 -0.292
C -6.050332 9.621090 4.001260 -0.6 -0.9 1.8 -0.735
C -5.164963 8.388976 4.093349 -0.6 0.4 -1.6 -0.333
N -5.844317 7.133649 3.728296 0.5 0.1 0.5 -0.371
C -4.930716 5.997525 3.609964 -0.6 -0.7 -2.2 -0.103
C -4.158842 6.043231 2.249259 0.9 0.2 0.5 -0.833
O -3.835500 4.750289 1.710427 -0.7 0.5 1.4 0.053
C -2.999832 4.722267 0.604802 0.2 -0.4 -1.1 0.231
H -8.170277 11.187184 4.632684 0.2 -0.1 -0.4 0.292
H -6.768252 11.466115 5.714431 -0.1 0.3 0.1 0.311
H -8.235959 10.563274 6.251352 0.2 0.2 0.2 0.247
H -5.456234 10.532925 4.062034 0.3 0.1 0.4 0.409
H -6.568125 9.709107 3.046145 -0.4 -0.4 -0.1 0.326
H -4.658555 8.312529 5.055537 0.3 0.3 0.0 0.321
H -4.521671 8.671727 3.260083 1.0 -0.8 0.1 0.283
H -6.441761 6.837207 4.486772 -0.5 0.6 0.1 0.235
H -5.577630 5.121524 3.562895 0.1 -0.1 0.1 0.015
H -4.239519 5.851008 4.439963 0.2 0.2 0.1 0.273
H -3.274899 6.616358 2.529028 0.9 -0.2 -0.4 0.260
H -4.592634 6.667203 1.467871 -0.8 -0.1 0.1 0.441
H -3.450487 5.103662 -0.311468 -0.3 0.9 0.0 0.443
H -2.870100 3.687452 0.287901 0.2 -0.3 0.6 -0.479
H -2.007415 5.153643 0.735657 0.0 0.1 0.3 -0.122
C -4.698648 -3.839812 -1.178131 0.3 0.1 0.7 -0.819
O -4.377155 -4.507977 0.051290 -0.1 -1.2 -0.6 -0.361
C -4.046325 -5.928230 -0.082178 0.5 1.1 0.4 1.278
C -5.080746 -6.813364 -0.653721 -2.2 -1.7 0.0 -1.220
N -4.846219 -8.285333 -0.414850 0.4 1.4 -0.1 -0.093
C -5.664323 -8.867627 0.647888 -0.5 -0.7 -1.1 -0.404
C -5.659805 -10.413259 0.672935 0.4 1.3 0.6 -0.745
O -6.360958 -11.004226 -0.395764 -0.1 -0.3 -0.5 -0.342
C -7.020585 -12.227930 -0.063814 -0.2 0.6 0.4 -0.747
H -4.730299 -2.768416 -0.980133 0.1 0.0 0.3 0.134
H -5.697359 -4.082124 -1.541392 0.1 -0.4 -0.2 0.457
H -3.909150 -3.982345 -1.916013 -0.1 -0.2 -0.3 0.371
H -3.868840 -6.267506 0.938365 0.3 0.1 0.0 -0.701
H -3.170412 -6.098339 -0.708214 0.5 0.5 0.2 0.106
H -5.256942 -6.641436 -1.715560 0.2 0.0 -0.1 0.330
H -6.035987 -6.604820 -0.171945 -0.3 0.4 0.0 0.308
H -4.936254 -8.777843 -1.292025 -0.2 -0.2 0.2 0.253
H -6.713037 -8.604196 0.510415 -0.4 0.3 0.1 0.560
H -5.350517 -8.520772 1.632426 0.2 0.0 -0.2 -0.002
H -6.113736 -10.587946 1.648409 -0.2 -0.7 0.0 0.440
H -4.613423 -10.716305 0.709528 0.1 -0.5 -0.1 0.273
H -7.925000 -11.980379 0.491915 0.0 -0.1 0.5 0.302
H -6.377724 -12.885122 0.521784 0.0 0.0 0.1 0.303
H -7.396831 -12.781600 -0.924041 0.5 0.4 -0.4 0.255
C -2.666800 10.860525 -3.074806 -1.7 1.6 1.6 -0.901
O -2.225827 9.577031 -2.883783 0.8 -0.5 -1.1 -0.300
C -0.895475 9.487987 -3.367497 0.2 -1.5 1.0 -0.476
C -0.344750 8.175052 -2.822102 0.3 -0.4 0.0 0.007
N -0.486681 8.091466 -1.378883 1.4 0.5 0.7 -0.317
C -0.056734 6.775352 -0.836933 -1.0 1.0 -1.5 0.789
C 0.089017 6.792100 0.630012 0.3 0.2 1.3 -1.028
O 0.437877 5.501558 1.063626 0.5 -1.4 0.4 0.173
C 0.847200 5.374045 2.434943 -0.8 0.9 -0.3 -0.891
H -2.317684 11.489862 -2.256179 0.7 0.4 0.0 0.366
H -3.733123 10.884282 -2.850110 -0.3 -0.2 -0.6 0.300
H -2.454080 11.384431 -4.006667 0.1 -0.5 -0.4 0.298
H -0.282474 10.279883 -2.937095 0.0 0.3 0.0 0.377
H -0.843676 9.522320 -4.455722 -0.1 0.0 -0.1 0.225
H 0.701926 8.095827 -3.115852 0.3 0.2 0.2 -0.125
H -0.769217 7.263516 -3.242838 -0.6 0.1 -0.7 0.137
H -1.452281 8.262672 -1.137198 -0.1 0.0 0.0 0.359
H 0.897631 6.454046 -1.254130 -0.2 0.0 -0.4 -0.805
H -0.892740 6.146260 -1.142618 0.4 -1.2 0.1 0.299
H -0.855468 7.113477 1.069073 -0.2 0.1 0.4 0.124
H 0.878968 7.475244 0.942120 0.0 0.4 -0.1 0.510
H 0.071899 5.809264 3.065491 -0.2 0.0 0.2 0.306
H 1.759883 5.926634 2.658026 0.3 0.1 -0.3 0.339
H 0.972249 4.339554 2.754766 -0.1 -0.1 -0.6 0.108
C 1.671410 -6.782437 3.146681 0.0 -0.2 -0.4 -0.182
O 1.932634 -5.942922 4.237031 -1.0 0.3 1.4 -0.452
C 0.831281 -5.945042 5.229718 1.1 -1.0 -2.1 -0.935
C -0.168629 -4.934665 4.766482 -0.4 0.0 2.2 0.719
N -1.175113 -4.798006 5.892146 0.3 0.0 -2.1 -0.464
C -2.001178 -3.631024 5.616956 -1.2 -0.7 0.8 -0.852
C -2.952346 -3.869329 4.404764 1.5 2.9 0.0 0.572
O -3.594543 -2.584661 4.244681 -0.1 -0.3 0.9 -0.342
C -4.445229 -2.467905 3.140248 -0.1 0.4 -0.2 -0.287
H 0.738521 -6.668764 2.594501 -0.5 0.8 0.2 0.095
H 1.607518 -7.826999 3.451493 0.6 -0.3 0.0 0.543
H 2.437592 -6.563213 2.403031 0.2 -0.4 0.1 -0.276
H 1.210545 -5.822464 6.244228 0.3 0.4 -0.2 0.426
H 0.373059 -6.932249 5.170138 -0.1 -0.2 0.3 0.365
H -0.618511 -5.294306 3.841089 -0.3 0.1 0.2 -0.284
H 0.365194 -4.005938 4.564969 -0.1 0.3 0.0 0.053
H -0.684928 -4.678817 6.767143 0.2 0.1 0.0 0.346
H -1.408971 -2.716320 5.590342 0.0 0.2 -1.0 0.166
H -2.637112 -3.446975 6.482872 -0.3 -0.2 0.1 0.512
H -3.621092 -4.721713 4.524419 0.0 0.1 0.0 0.366
H -2.335021 -3.867504 3.506429 0.1 -1.2 -0.3 -0.496
H -3.939671 -2.644620 2.190884 0.1 -0.9 -0.2 -0.044
H -4.737586 -1.427155 3.000736 -0.2 0.1 0.7 0.145
H -5.331454 -3.080993 3.304078 -0.1 -0.2 -0.5 0.387
C 0.618409 4.310823 -4.597882 0.2 0.5 -1.3 -0.183
O 0.780792 5.036232 -5.831855 -0.8 0.0 0.2 -0.490
C 1.585460 6.205560 -5.811151 1.0 -0.8 -0.1 0.280
C 1.363064 7.061436 -7.030047 -0.9 0.0 1.1 -1.135
N 0.004732 7.590436 -6.958250 1.0 0.7 -0.5 -0.009
C -0.271407 8.431258 -8.109569 -2.0 -0.8 0.1 -0.913
C -1.574038 9.224313 -7.970006 0.5 0.2 -0.9 -0.475
O -2.791111 8.447612 -7.996244 2.4 0.2 0.9 -0.311
C -3.912240 9.244405 -8.073405 -1.8 -0.4 -0.5 -0.757
H 1.544547 3.778157 -4.381964 0.1 0.0 0.3 0.249
H -0.187329 3.599816 -4.780543 0.1 0.0 0.0 0.340
H 0.306443 4.955789 -3.776421 0.2 0.2 0.1 -0.064
H 2.630030 5.916336 -5.926558 0.4 -0.2 0.7 0.361
H 1.442671 6.767384 -4.888086 0.0 0.1 0.0 -0.297
H 1.610469 6.493535 -7.926920 -0.2 -0.2 -0.3 0.403
H 2.076014 7.883883 -6.971777 0.0 0.2 0.0 0.439
H -0.631788 6.807219 -6.919219 -0.2 0.0 -0.1 0.198
H -0.425616 7.833678 -9.008021 0.2 -0.3 -0.4 0.378
H 0.534491 9.118524 -8.367051 0.1 0.1 0.5 0.441
H -1.532062 9.836115 -8.871128 -0.5 0.4 -0.2 0.409
H -1.489241 9.921447 -7.136385 -0.4 -0.2 0.5 0.280
H -4.752822 8.550779 -8.053516 -0.1 -0.1 -0.1 0.280
H -3.982403 9.761097 -9.030588 0.2 0.3 -0.1 0.311
H -4.158999 9.930994 -7.263585 0.8 0.3 0.3 0.276
```
Forces are in eV/Å.